Density functional theory data (the ωB97M-V functional and the def2-TZVPD basis) for an isolated molecule of C3H5N3.

Summary:
- relative energy (zero: lowest compared OMol25 entry of this formula, charge and spin) (kcal per mole) = 13.5
- Kohn-Sham gap (eV) = 9.72
- multiplicity = 1
- max |F| (hartree/bohr) = 0.009
- LUMO level (eV) = 0.920
- charge = 0

Atoms and positions in Å:
N1 -1.858 -0.008 0.231
C1 -0.469 0.050 0.027
C2 0.493 -0.920 -0.153
C3 1.715 -0.228 -0.086
N2 1.537 1.072 0.084
N3 0.207 1.217 0.161
H1 -2.097 -0.942 0.540
H2 -2.392 0.207 -0.605
H3 0.316 -1.967 -0.373
H4 2.719 -0.622 -0.115
H5 -0.170 2.142 0.289

Atomic partial charges in e from the Mulliken method, atoms 1 to 4: number 1, N, carries -0.565; number 2, C, carries 0.391; number 3, C, carries -0.432; number 4, C, carries -0.394

---

Density functional theory data (the ωB97M-V functional and the def2-TZVPD basis) for a structure of composition C36H22Cl5N6O2S3Tc.

Summary:
- relative energy (zero: lowest compared OMol25 entry of this formula, charge and spin) (kcal per mole) = 0.0
- ⟨S²⟩ = 0.969
- Kohn-Sham gap (spin up / spin down) (eV) = 5.74 / 6.85
- multiplicity = 2
- max |F| (hartree/bohr) = 0.017
- LUMO level (spin up / spin down) (eV) = -5.196 / -4.403
- charge = +1

Atoms and positions in Å:
Tc1 1.305 0.218 0.695
O1 -4.203 -3.672 -1.197
C1 -3.152 -3.502 -2.117
C2 -2.056 -2.715 -1.459
C3 -0.986 -2.229 -2.204
C4 0.001 -1.504 -1.577
N1 -0.023 -1.243 -0.262
C5 -1.039 -1.726 0.473
C6 -2.070 -2.458 -0.098
C7 -0.989 -1.404 1.914
C8 -1.783 -2.051 2.846
C9 -1.661 -1.730 4.191
C10 -2.535 -2.392 5.227
O2 -3.085 -3.611 4.790
C11 -0.719 -0.773 4.539
C12 0.040 -0.173 3.556
N2 -0.095 -0.465 2.258
H1 -4.888 -4.221 -1.592
H2 -3.479 -2.969 -3.018
H3 -2.733 -4.467 -2.434
H4 -0.917 -2.401 -3.269
H5 0.843 -1.104 -2.123
H6 -2.896 -2.811 0.499
H7 -2.482 -2.818 2.548
H8 -3.380 -1.730 5.434
H9 -1.979 -2.502 6.164
H10 -2.418 -4.302 4.855
H11 -0.557 -0.489 5.570
H12 0.791 0.561 3.804
S1 2.603 -1.431 1.606
C13 3.889 -1.679 0.509
C14 4.849 -2.683 0.768
C15 5.889 -2.889 -0.100
C16 6.848 -3.920 0.173
N3 7.601 -4.752 0.412
C17 6.005 -2.092 -1.272
C18 5.075 -1.121 -1.538
C19 3.999 -0.899 -0.651
S2 2.849 0.319 -0.998
C20 7.087 -2.303 -2.188
N4 7.941 -2.477 -2.935
H13 4.757 -3.291 1.657
H14 5.164 -0.517 -2.430
Cl1 4.474 1.421 1.691
C21 3.102 2.316 2.253
C22 1.793 1.953 1.892
C23 0.792 2.789 2.414
Cl2 -0.902 2.505 2.110
C24 1.055 3.892 3.227
Cl3 -0.213 4.877 3.834
C25 2.373 4.204 3.557
Cl4 2.723 5.551 4.555
C26 3.402 3.411 3.064
Cl5 5.026 3.798 3.459
S3 -1.993 4.361 -3.508
C27 -1.219 3.281 -2.350
C28 0.101 3.525 -1.982
C29 0.714 2.682 -1.078
N5 0.100 1.628 -0.523
C30 -1.186 1.427 -0.848
C31 -1.873 2.210 -1.743
C32 -3.304 3.312 -4.098
C33 -3.051 2.300 -5.011
C34 -4.109 1.499 -5.412
N6 -5.356 1.648 -4.979
C35 -5.591 2.639 -4.128
C36 -4.606 3.499 -3.658
H15 0.660 4.347 -2.403
H16 1.741 2.849 -0.784
H17 -1.688 0.618 -0.337
H18 -2.908 1.988 -1.958
H19 -2.055 2.136 -5.400
H20 -3.944 0.700 -6.125
H21 -6.616 2.755 -3.796
H22 -4.850 4.292 -2.965

Atomic partial charges in e from the Mulliken method, atoms 1 to 4: number 1, Tc, carries -0.573; number 2, O, carries -0.503; number 3, C, carries -0.620; number 4, C, carries 0.148

---

Density functional theory data (the ωB97M-V functional and the def2-TZVPD basis) for a cluster of 2 separate species, F2N2O2 in total in a non-equilibrium geometry.

Summary:
- relative energy (zero: lowest compared OMol25 entry of this formula, charge and spin) (kcal per mole) = 21.5
- Kohn-Sham gap (spin up / spin down) (eV) = 10.12 / 8.82
- multiplicity = 1
- max |F| (hartree/bohr) = 0.039
- LUMO level (spin up / spin down) (eV) = -0.341 / -1.606
- charge = 0

Atoms and positions in Å:
N1 -1.431 -0.938 0.015
N2 1.342 0.366 -0.336
O1 -0.269 -0.760 0.235
O2 -2.290 -0.307 -0.485
F1 1.123 1.677 -0.473
F2 2.062 0.243 0.786

Atomic partial charges in e from the Mulliken method, atoms 1 to 4: number 1, N, carries 0.737; number 2, N, carries 0.264; number 3, O, carries -0.360; number 4, O, carries -0.409

---

Density functional theory data (the ωB97M-V functional and the def2-TZVPD basis) for a structure of composition C39H49FN2O8SeTa in a non-equilibrium geometry.

Summary:
- Kohn-Sham gap (eV) = 7.65
- multiplicity = 1
- max |F| (hartree/bohr) = 0.078
- LUMO level (eV) = -3.330
- charge = +1

Atoms and positions in Å:
Ta1 14.556 9.750 11.680
C1 12.398 14.030 17.808
C2 13.665 13.112 17.970
C3 14.912 14.009 18.387
C4 13.365 12.188 19.198
C5 14.086 12.299 16.754
C6 13.731 12.633 15.422
C7 14.089 11.805 14.365
Se1 13.891 12.286 12.530
C8 12.021 11.944 12.127
C9 11.155 12.902 12.548
C10 9.820 12.846 12.082
C11 9.424 11.690 11.397
C12 10.290 10.592 11.143
C13 11.617 10.758 11.470
O1 12.615 9.794 11.275
C14 9.664 9.409 10.423
C15 8.645 8.767 11.341
C16 10.566 8.210 9.952
C17 9.030 9.858 9.052
C18 8.811 14.026 12.252
C19 7.586 13.522 13.043
C20 8.496 14.616 10.873
C21 9.476 15.136 13.062
C22 14.636 10.562 14.606
O2 14.714 9.674 13.566
C23 15.088 10.191 15.874
C24 14.836 11.097 16.906
C25 15.961 9.011 16.247
C26 15.703 7.736 15.389
C27 15.651 8.462 17.621
C28 17.511 9.288 16.201
H1 12.308 14.866 18.506
H2 11.534 13.420 17.958
H3 12.368 14.571 16.835
H4 14.678 14.479 19.356
H5 15.028 14.845 17.644
H6 15.830 13.453 18.427
H7 12.818 12.668 20.044
H8 14.320 11.729 19.479
H9 12.726 11.436 18.795
H10 13.167 13.536 15.262
H11 11.490 13.810 13.092
H12 8.366 11.732 11.150
H13 8.951 8.561 12.390
H14 8.336 7.726 10.988
H15 7.737 9.451 11.388
H16 10.905 7.684 10.816
H17 11.512 8.530 9.479
H18 9.983 7.585 9.240
H19 8.506 10.856 9.058
H20 8.362 9.204 8.657
H21 9.777 9.983 8.310
H22 7.162 12.664 12.539
H23 6.789 14.311 13.051
H24 7.886 13.203 14.029
H25 7.747 14.031 10.285
H26 9.380 14.868 10.246
H27 8.010 15.588 11.075
H28 9.784 14.817 14.090
H29 8.660 15.853 13.243
H30 10.344 15.549 12.465
H31 14.985 10.791 17.950
H32 14.670 7.321 15.405
H33 16.310 6.905 15.779
H34 16.038 7.967 14.361
H35 14.560 8.276 17.698
H36 15.840 9.122 18.480
H37 16.165 7.502 17.791
H38 17.851 9.651 15.212
H39 18.029 8.388 16.521
H40 17.767 10.024 16.944
C29 10.012 5.380 7.080
C30 9.723 4.882 5.877
C31 10.953 4.753 5.056
C32 11.996 5.146 5.801
C33 11.434 5.709 7.107
H41 9.266 5.727 7.846
H42 8.773 4.542 5.602
H43 11.214 4.385 4.034
H44 13.038 5.168 5.535
H45 11.523 6.752 7.004
O3 16.230 10.368 11.089
O4 15.218 10.663 10.048
F1 18.250 4.474 8.753
C34 17.351 5.298 9.218
C35 16.066 4.913 9.471
N1 15.179 5.806 10.093
C36 13.728 5.509 10.014
C37 13.164 5.955 8.632
O5 13.743 6.745 7.887
O6 12.063 5.305 8.407
C38 15.573 7.052 10.463
O7 14.808 7.923 11.042
N2 16.848 7.470 10.164
C39 17.771 6.717 9.436
O8 18.883 7.109 9.189
H46 15.707 3.926 9.401
H47 13.167 6.007 10.808
H48 13.527 4.462 10.233
H49 17.047 8.456 10.536

Atomic partial charges in e from the Mulliken method, atoms 1 to 4: number 1, Ta, carries 1.978; number 2, C, carries -1.627; number 3, C, carries 1.767; number 4, C, carries -1.553

---

Density functional theory data (the ωB97M-V functional and the def2-TZVPD basis) for an isolated molecule of C23H32N4O5.

Summary:
- relative energy (zero: lowest compared OMol25 entry of this formula, charge and spin) (kcal per mole) = 90.3
- Kohn-Sham gap (eV) = 8.02
- multiplicity = 1
- max |F| (hartree/bohr) = 0.017
- LUMO level (eV) = 0.731
- charge = 0

Atoms and positions in Å:
C1 -0.847 -4.801 -4.437
H1 0.104 -5.325 -4.275
O1 -0.795 -3.987 -5.577
C2 0.202 -2.995 -5.512
C3 -0.075 -1.959 -6.597
H2 0.776 -1.279 -6.673
H3 -0.201 -2.476 -7.548
C4 -1.350 -1.169 -6.291
N1 -1.197 -0.379 -5.096
C5 -1.805 -0.636 -3.934
O2 -2.703 -1.436 -3.738
C6 -1.207 0.184 -2.788
O3 -0.267 0.943 -2.958
N2 -1.815 -0.075 -1.625
H4 -2.551 -0.771 -1.673
C7 -1.284 0.304 -0.345
H5 -2.054 0.813 0.243
H6 -0.459 0.991 -0.539
C8 -0.782 -0.947 0.428
C9 0.128 -1.763 -0.441
C10 1.114 -1.433 -1.327
C11 1.593 -2.655 -1.859
C12 0.866 -3.634 -1.258
O4 -0.024 -3.104 -0.404
H7 0.882 -4.701 -1.351
H8 2.370 -2.778 -2.585
H9 1.446 -0.450 -1.593
N3 -0.156 -0.664 1.707
C13 1.024 0.180 1.670
C14 1.717 0.084 3.035
N4 0.848 0.495 4.115
C15 0.754 1.840 4.472
C16 0.048 2.200 5.628
C17 -0.022 3.507 6.049
C18 0.624 4.522 5.344
C19 1.346 4.181 4.211
C20 1.404 2.864 3.784
H10 1.972 2.656 2.891
H11 1.870 4.929 3.636
O5 0.487 5.788 5.848
C21 1.127 6.842 5.174
H12 0.889 7.742 5.739
H13 0.755 6.951 4.149
H14 2.214 6.706 5.152
H15 -0.571 3.770 6.940
H16 -0.437 1.440 6.220
C22 -0.352 -0.314 4.101
C23 -1.063 -0.213 2.744
H17 -1.947 -0.854 2.747
H18 -1.383 0.833 2.593
H19 -1.034 -0.003 4.890
H20 -0.062 -1.355 4.272
H21 2.635 0.671 3.051
H22 1.976 -0.965 3.212
H23 1.693 -0.183 0.889
H24 0.767 1.233 1.464
H25 -1.650 -1.583 0.649
H26 -0.441 0.295 -5.047
H27 -2.175 -1.862 -6.115
H28 -1.597 -0.513 -7.132
H29 1.196 -3.448 -5.659
H30 0.196 -2.515 -4.520
H31 -1.082 -4.212 -3.542
H32 -1.638 -5.527 -4.611

Atomic partial charges in e from the Mulliken method, atoms 1 to 4: number 1, C, carries -0.544; number 2, H, carries 0.282; number 3, O, carries -0.393; number 4, C, carries 0.291

---

Density functional theory data (the ωB97M-V functional and the def2-TZVPD basis) for a cluster of 10 separate species, C30H70N10O10 in total in a non-equilibrium geometry.

Summary:
- relative energy (zero: lowest compared OMol25 entry of this formula, charge and spin) (kcal per mole) = 176.1
- Kohn-Sham gap (eV) = 9.27
- multiplicity = 1
- max |F| (hartree/bohr) = 0.068
- LUMO level (eV) = 0.563
- charge = 0

Atoms and positions in Å:
C1 -4.432 2.116 0.718
O1 -5.155 1.688 -0.216
N1 -4.796 2.172 2.012
C2 -6.026 1.565 2.428
C3 -3.851 2.670 3.032
H1 -3.422 2.586 0.495
H2 -5.859 0.778 3.182
H3 -6.348 1.055 1.464
H4 -6.865 2.184 2.691
H5 -4.277 3.493 3.582
H6 -3.424 1.947 3.683
H7 -3.041 3.127 2.473
C4 -1.038 -4.155 0.308
O2 -2.189 -4.326 0.571
N2 0.087 -4.353 1.043
C5 1.406 -4.178 0.488
C6 0.115 -4.766 2.398
H8 -0.712 -3.678 -0.633
H9 1.919 -5.161 0.282
H10 1.971 -3.538 1.106
H11 1.442 -3.731 -0.571
H12 0.727 -4.082 3.018
H13 -0.879 -4.785 2.736
H14 0.443 -5.824 2.530
C7 -2.432 -1.881 -1.787
O3 -1.287 -1.694 -1.398
N3 -3.290 -1.022 -2.292
C8 -2.847 0.317 -2.583
C9 -4.669 -1.338 -2.474
H15 -2.809 -2.891 -1.758
H16 -2.225 0.322 -3.469
H17 -2.271 0.780 -1.766
H18 -3.765 0.882 -2.677
H19 -4.746 -2.380 -2.167
H20 -5.301 -0.661 -1.867
H21 -4.972 -1.241 -3.577
C10 3.032 -3.133 3.915
O4 2.293 -3.751 4.661
N4 4.214 -3.607 3.472
C11 4.646 -4.967 3.848
C12 4.933 -2.970 2.374
H22 2.740 -2.173 3.425
H23 4.622 -5.723 3.041
H24 3.983 -5.229 4.605
H25 5.643 -4.861 4.307
H26 5.499 -3.766 1.838
H27 4.172 -2.522 1.720
H28 5.641 -2.191 2.714
C13 1.543 3.969 -2.844
O5 2.197 4.091 -1.817
N5 1.692 3.001 -3.774
C14 0.617 2.664 -4.686
C15 2.849 2.128 -3.814
H29 0.670 4.636 -3.040
H30 0.972 2.218 -5.596
H31 0.001 3.549 -5.029
H32 0.001 1.910 -4.168
H33 2.659 1.110 -3.560
H34 3.354 2.197 -4.796
H35 3.499 2.418 -3.026
C16 -0.173 2.294 -0.127
O6 -1.043 2.748 0.643
N6 0.136 0.992 -0.126
C17 -0.510 0.082 0.873
C18 0.937 0.475 -1.224
H36 0.440 2.819 -0.863
H37 -0.331 0.615 1.779
H38 -0.007 -0.853 0.875
H39 -1.550 0.102 0.549
H40 1.872 0.072 -0.911
H41 0.443 -0.232 -1.897
H42 1.193 1.351 -1.890
C19 1.547 -3.121 -4.850
O7 1.800 -2.225 -4.066
N7 0.323 -3.770 -4.928
C20 -0.030 -4.761 -5.902
C21 -0.806 -3.170 -4.176
H43 2.230 -3.528 -5.548
H44 0.905 -5.342 -6.102
H45 -0.414 -4.345 -6.861
H46 -0.750 -5.511 -5.520
H47 -1.106 -3.873 -3.457
H48 -0.427 -2.221 -3.692
H49 -1.671 -2.979 -4.820
C22 -3.099 3.706 -2.688
O8 -1.892 3.540 -2.662
N8 -3.809 4.518 -1.885
C23 -5.187 4.627 -1.881
C24 -3.173 5.335 -0.895
H50 -3.795 3.157 -3.369
H51 -5.433 5.602 -2.312
H52 -5.721 4.492 -0.943
H53 -5.616 3.847 -2.510
H54 -2.126 5.246 -0.989
H55 -3.430 6.414 -1.029
H56 -3.399 5.098 0.135
C25 4.177 1.541 -0.526
O9 4.298 0.503 -1.149
N9 3.964 1.560 0.828
C26 3.454 2.799 1.400
C27 3.743 0.335 1.574
H57 4.326 2.533 -0.978
H58 3.956 3.018 2.345
H59 2.386 2.723 1.652
H60 3.654 3.610 0.685
H61 4.247 -0.444 1.055
H62 4.092 0.346 2.613
H63 2.658 0.168 1.558
C28 2.475 -0.572 5.713
O10 3.676 -0.776 5.584
N10 1.869 0.662 5.588
C29 0.455 0.788 5.972
C30 2.656 1.780 5.218
H64 1.802 -1.395 5.893
H65 0.110 -0.201 6.324
H66 -0.045 0.954 5.031
H67 0.224 1.555 6.693
H68 2.260 2.424 4.432
H69 2.898 2.439 6.050
H70 3.683 1.451 4.942

Atomic partial charges in e from the Mulliken method, atoms 1 to 4: number 1, C, carries 0.757; number 2, O, carries -0.736; number 3, N, carries 0.127; number 4, C, carries -0.953

---

Density functional theory data (the ωB97M-V functional and the def2-TZVPD basis) for a structure of composition C12H25F3NO2P2Rh in a non-equilibrium geometry.

Summary:
- relative energy (zero: lowest compared OMol25 entry of this formula, charge and spin) (kcal per mole) = 22.2
- ⟨S²⟩ = 6.019
- Kohn-Sham gap (spin up / spin down) (eV) = 3.43 / 7.80
- multiplicity = 5
- max |F| (hartree/bohr) = 0.070
- LUMO level (spin up / spin down) (eV) = -0.304 / -0.410
- charge = 0

Atoms and positions in Å:
C1 0.815 -1.059 -2.714
C2 0.792 -0.805 -1.337
N1 -0.349 -1.044 -0.643
C3 -1.487 -1.244 -1.335
C4 -1.513 -1.463 -2.711
C5 -0.331 -1.380 -3.423
C6 2.192 -0.400 -0.845
P1 2.894 0.634 0.512
Rh1 -0.751 -1.441 1.622
P2 -2.683 -0.751 1.105
C7 -2.827 -1.293 -0.642
O1 2.906 4.800 -3.577
O2 -0.975 2.072 -1.248
H1 1.770 -0.988 -3.230
H2 -2.476 -1.689 -3.167
H3 -0.305 -1.547 -4.497
C8 2.589 -0.231 2.048
C9 4.694 0.546 0.266
H4 -3.555 -0.657 -1.165
H5 -3.217 -2.323 -0.654
H6 2.620 0.139 -1.667
H7 2.774 -1.338 -0.763
C10 -4.116 -1.478 1.928
C11 -2.900 1.045 1.026
H8 2.650 2.042 0.478
H9 -0.700 3.002 -1.139
H10 3.157 4.470 -2.722
H11 3.349 4.210 -4.210
H12 -1.200 -2.707 2.432
H13 -1.812 2.143 -1.788
H14 3.420 -0.918 2.263
H15 2.487 0.493 2.864
H16 1.652 -0.816 1.982
H17 5.037 -0.496 0.308
H18 4.966 0.992 -0.697
H19 5.178 1.124 1.061
H20 -3.895 1.272 0.623
H21 -2.819 1.443 2.043
H22 -2.116 1.485 0.384
H23 -5.003 -1.432 1.282
H24 -3.880 -2.522 2.166
H25 -4.297 -0.937 2.863
F1 -1.898 -0.463 4.087
C12 -0.699 -0.447 3.394
F2 -0.397 0.897 3.195
F3 0.258 -0.940 4.244

Atomic partial charges in e from the Mulliken method, atoms 1 to 4: number 1, C, carries -0.525; number 2, C, carries 0.345; number 3, N, carries 0.065; number 4, C, carries 0.365

---

- charge of number 1 (C3H5N3)?
  0

---

- Look up the multiplicity of the first one.
  1